No. 1
A molecular structure, C33H37BO2 in a non-equilibrium geometry. Source: the Open Molecules 2025 dataset; level of theory: ωB97M-V with the def2-TZVPD basis set.

CARTESIAN COORDINATES (ANGSTROEM)
C1 1.087 4.854 -0.905
C2 -0.251 4.152 -1.014
C3 -1.390 5.154 -0.749
C4 -0.472 3.245 -2.332
C5 -1.226 3.876 -3.485
C6 0.840 2.654 -2.857
O1 -1.296 2.150 -1.847
B1 -1.324 2.366 -0.481
C7 -2.502 1.893 0.400
C8 -2.494 2.168 1.781
C9 -3.645 1.988 2.555
C10 -4.827 1.515 1.981
C11 -4.813 1.143 0.634
C12 -3.663 1.310 -0.147
C13 0.559 -1.598 0.396
C14 -0.786 -0.916 0.669
C15 1.753 -0.571 0.581
C16 2.811 -0.361 -0.323
C17 3.967 0.308 0.104
C18 4.023 0.932 1.345
C19 2.860 0.973 2.106
C20 1.728 0.267 1.698
O2 -0.324 3.174 0.055
H1 1.178 5.650 -1.654
H2 1.191 5.317 0.082
H3 1.925 4.166 -1.039
H4 -1.352 6.024 -1.416
H5 -2.379 4.680 -0.837
H6 -1.297 5.514 0.285
H7 -0.726 4.772 -3.869
H8 -1.289 3.149 -4.298
H9 -2.245 4.124 -3.183
H10 1.491 3.423 -3.296
H11 1.404 2.123 -2.078
H12 0.618 1.936 -3.654
H13 -1.568 2.504 2.247
H14 -3.607 2.209 3.619
H15 -5.748 1.471 2.564
H16 -5.703 0.705 0.190
H17 -3.649 0.966 -1.182
H18 0.521 -1.837 -0.687
H19 -1.330 -0.741 -0.266
H20 -1.443 -1.533 1.300
H21 -0.642 0.026 1.204
H22 2.757 -0.737 -1.350
H23 4.824 0.374 -0.562
H24 4.951 1.359 1.729
H25 2.804 1.538 3.035
H26 0.819 0.360 2.303
C21 0.647 -2.913 1.083
C22 -0.584 -3.834 0.782
C23 -1.658 -3.864 1.693
C24 -2.907 -4.322 1.304
C25 -3.074 -4.916 0.049
C26 -1.945 -5.141 -0.735
C27 -0.681 -4.662 -0.341
C28 2.001 -3.485 0.697
C29 2.991 -3.592 1.668
C30 4.294 -3.933 1.302
C31 4.597 -4.177 -0.046
C32 3.616 -4.036 -1.036
C33 2.309 -3.697 -0.655
H27 0.643 -2.756 2.187
H28 -1.506 -3.483 2.710
H29 -3.761 -4.185 1.958
H30 -4.063 -5.194 -0.304
H31 -2.036 -5.653 -1.691
H32 0.207 -4.976 -0.888
H33 2.732 -3.318 2.701
H34 5.073 -3.975 2.074
H35 5.610 -4.440 -0.343
H36 3.831 -4.148 -2.105
H37 1.547 -3.520 -1.418



No. 2
A molecular structure, C62H62Ge2N3OS4V in a non-equilibrium geometry. Source: the Open Molecules 2025 dataset; level of theory: ωB97M-V with the def2-TZVPD basis set.

**Total charge**: +2

CARTESIAN COORDINATES (ANGSTROEM)
V1 0.478 0.313 -0.363
C1 -1.816 0.004 3.330
C2 -1.099 -0.210 2.052
N1 -0.532 0.717 1.358
N2 -0.592 2.029 1.760
C3 -0.072 2.744 0.811
O1 0.378 2.118 -0.275
C4 0.014 4.197 0.847
C5 -0.297 4.886 2.021
C6 -0.221 6.265 2.038
C7 0.161 6.956 0.893
C8 0.474 6.271 -0.273
C9 0.407 4.889 -0.300
C10 -0.953 -1.533 1.425
C11 -1.494 -2.696 1.927
C12 -1.288 -3.883 1.226
C13 -0.541 -3.856 0.065
C14 -0.020 -2.650 -0.381
N3 -0.232 -1.511 0.280
H1 -1.838 1.059 3.583
H2 -1.318 -0.553 4.127
H3 -2.836 -0.374 3.252
H4 -0.593 4.337 2.904
H5 -0.458 6.807 2.943
H6 0.214 8.036 0.913
H7 0.769 6.815 -1.159
H8 0.656 4.343 -1.200
H9 -2.068 -2.678 2.841
H10 -1.708 -4.810 1.591
H11 -0.348 -4.749 -0.510
H12 0.576 -2.595 -1.285
C15 0.287 -6.429 -2.878
C16 0.425 -5.148 -3.652
C17 -0.602 -4.211 -3.689
C18 -0.518 -3.066 -4.474
C19 -1.715 -2.163 -4.609
C20 0.646 -2.839 -5.218
C21 1.691 -3.773 -5.203
C22 2.938 -3.596 -6.028
C23 1.564 -4.907 -4.410
C24 0.721 -1.648 -6.113
C25 0.362 -1.786 -7.447
C26 0.420 -0.698 -8.305
C27 0.825 0.539 -7.835
C28 1.181 0.720 -6.500
C29 1.145 -0.393 -5.656
Ge1 1.780 -0.264 -3.841
S1 -0.068 0.044 -2.399
S2 2.894 -1.961 -2.941
Ge2 3.900 -0.296 -1.888
S3 2.501 -0.032 0.053
S4 3.215 1.326 -3.231
C30 5.738 -0.444 -1.349
C31 6.573 0.671 -1.449
C32 7.943 0.478 -1.284
C33 8.453 -0.776 -0.997
C34 7.601 -1.860 -0.837
C35 6.231 -1.710 -1.003
C36 5.333 -2.874 -0.767
C37 5.184 -3.869 -1.737
C38 5.887 -3.786 -3.066
C39 4.406 -4.984 -1.444
C40 3.800 -5.146 -0.206
C41 3.079 -6.418 0.142
C42 3.951 -4.137 0.742
C43 4.721 -3.010 0.489
C44 4.994 -2.027 1.597
C45 6.056 2.059 -1.607
C46 6.215 2.749 -2.811
C47 6.804 2.090 -4.028
C48 5.836 4.086 -2.873
C49 5.314 4.750 -1.773
C50 4.981 6.213 -1.819
C51 5.143 4.034 -0.591
C52 5.513 2.702 -0.484
C53 5.373 2.004 0.845
C54 1.563 2.088 -6.054
C55 0.628 2.913 -5.424
C56 -0.771 2.450 -5.110
C57 0.985 4.225 -5.125
C58 2.231 4.736 -5.456
C59 2.561 6.181 -5.220
C60 3.148 3.892 -6.076
C61 2.835 2.579 -6.387
C62 3.842 1.709 -7.089
H13 -0.579 -6.411 -2.217
H14 1.180 -6.637 -2.286
H15 0.152 -7.269 -3.561
H16 -1.516 -4.402 -3.137
H17 -2.421 -2.326 -3.796
H18 -2.236 -2.370 -5.546
H19 -1.449 -1.106 -4.631
H20 3.024 -2.596 -6.448
H21 2.948 -4.305 -6.857
H22 3.826 -3.788 -5.425
H23 2.372 -5.631 -4.400
H24 0.039 -2.754 -7.808
H25 0.137 -0.814 -9.343
H26 0.852 1.394 -8.498
H27 8.602 1.334 -1.358
H28 9.519 -0.906 -0.867
H29 7.997 -2.832 -0.571
H30 6.023 -2.757 -3.400
H31 5.326 -4.326 -3.828
H32 6.877 -4.241 -3.004
H33 4.304 -5.761 -2.192
H34 2.819 -6.988 -0.749
H35 2.172 -6.222 0.714
H36 3.714 -7.052 0.763
H37 3.509 -4.261 1.725
H38 4.315 -2.186 2.433
H39 4.910 -0.988 1.275
H40 6.014 -2.151 1.967
H41 6.714 1.004 -3.995
H42 7.864 2.328 -4.130
H43 6.301 2.445 -4.927
H44 5.975 4.626 -3.803
H45 5.248 6.652 -2.779
H46 5.526 6.752 -1.043
H47 3.917 6.382 -1.647
H48 4.751 4.542 0.283
H49 5.351 2.732 1.653
H50 6.195 1.314 1.034
H51 4.441 1.433 0.905
H52 -1.120 1.689 -5.807
H53 -1.465 3.288 -5.151
H54 -0.838 2.036 -4.100
H55 0.251 4.875 -4.662
H56 1.909 6.622 -4.467
H57 2.435 6.751 -6.142
H58 3.594 6.304 -4.901
H59 4.127 4.276 -6.342
H60 4.829 2.164 -7.058
H61 3.581 1.566 -8.139
H62 3.904 0.717 -6.636



No. 3
2 unconnected molecules or ions with the total composition C4H6ClO2S in a non-equilibrium geometry. Source: the Open Molecules 2025 dataset; level of theory: ωB97M-V with the def2-TZVPD basis set.

**Total charge**: -1

CARTESIAN COORDINATES (ANGSTROEM)
C1 -0.998 1.373 -1.843
C2 -0.806 -1.408 -0.974
C3 -0.670 0.962 -0.342
C4 -1.323 -0.302 -0.080
O1 -2.034 1.900 -2.160
O2 -0.056 1.055 -2.694
S1 -2.566 -0.488 1.086
Cl1 2.212 0.247 -1.092
H1 -1.268 -1.228 -2.019
H2 0.241 -1.179 -0.902
H3 -0.813 -2.572 -0.768
H4 -1.135 1.776 0.246
H5 0.470 0.856 -0.291
H6 0.764 0.738 -2.214



No. 4
2 unconnected molecules or ions with the total composition C5H8O2 in a non-equilibrium geometry. Source: the Open Molecules 2025 dataset; level of theory: ωB97M-V with the def2-TZVPD basis set.

CARTESIAN COORDINATES (ANGSTROEM)
O1 1.594 -0.666 -1.042
C1 1.074 -0.264 0.183
C2 0.691 1.225 0.140
C3 -0.777 1.230 -0.032
C4 -1.337 0.036 0.275
C5 -0.275 -1.020 0.444
O2 -0.617 -1.837 -0.643
H1 0.945 -1.336 -1.346
H2 1.804 -0.443 0.975
H3 0.930 1.706 1.091
H4 1.212 1.780 -0.632
H5 -1.271 2.072 -0.489
H6 -2.342 -0.141 0.648
H7 -1.331 -0.702 -1.058
H8 -0.286 -1.534 1.406



No. 5
A molecular structure, C56H38N4PdTe in a non-equilibrium geometry. Source: the Open Molecules 2025 dataset; level of theory: ωB97M-V with the def2-TZVPD basis set.

CARTESIAN COORDINATES (ANGSTROEM)
Pd1 0.198 -0.751 1.329
C1 1.097 -7.797 3.942
C2 1.762 -6.693 4.455
C3 1.696 -5.474 3.801
C4 0.978 -5.327 2.609
C5 0.267 -6.434 2.140
C6 0.341 -7.657 2.789
C7 0.902 -4.002 1.941
C8 1.924 -3.104 2.049
C9 3.318 -3.390 2.340
C10 4.043 -2.356 1.884
C11 3.120 -1.356 1.354
N1 1.877 -1.810 1.512
C12 3.466 -0.060 0.840
C13 2.601 1.006 1.075
C14 3.004 2.412 1.262
C15 1.925 3.090 1.672
C16 0.797 2.156 1.686
C17 -0.514 2.487 1.907
C18 -0.850 3.885 2.304
C19 -0.566 4.339 3.589
C20 -0.880 5.638 3.964
C21 -1.480 6.497 3.056
C22 -1.765 6.054 1.772
C23 -1.453 4.755 1.400
C24 -1.594 1.589 1.657
N2 -1.457 0.345 1.201
C25 -2.728 -0.174 0.955
C26 -2.922 -1.428 0.428
C27 -4.286 -1.871 0.058
C28 -4.725 -3.144 0.420
C29 -6.020 -3.547 0.131
C30 -6.886 -2.694 -0.537
C31 -6.448 -1.435 -0.929
C32 -5.157 -1.028 -0.636
C33 -1.845 -2.374 0.323
C34 -1.770 -3.479 -0.523
C35 -0.763 -4.300 -0.017
C36 -0.256 -3.654 1.117
N3 -0.909 -2.484 1.335
C37 -3.689 0.831 1.340
C38 -2.999 1.911 1.771
N4 1.277 0.919 1.341
C39 4.689 0.209 0.027
C40 5.857 -0.564 0.016
C41 6.924 -0.259 -0.814
C42 6.866 0.822 -1.680
C43 5.703 1.573 -1.724
C44 4.635 1.261 -0.899
H1 1.141 -8.749 4.455
H2 2.319 -6.772 5.379
H3 2.161 -4.610 4.257
H4 -0.356 -6.343 1.267
H5 -0.208 -8.502 2.393
H6 3.705 -4.301 2.762
H7 5.106 -2.254 1.983
H8 4.011 2.777 1.154
H9 1.859 4.133 1.934
H10 -0.101 3.663 4.296
H11 -0.659 5.976 4.969
H12 -1.725 7.510 3.348
H13 -2.225 6.723 1.056
H14 -1.673 4.405 0.398
H15 -4.054 -3.804 0.953
H16 -6.353 -4.532 0.431
H17 -7.896 -3.011 -0.761
H18 -7.111 -0.773 -1.471
H19 -4.798 -0.065 -0.981
H20 -2.363 -3.646 -1.406
H21 -0.391 -5.212 -0.453
H22 -4.759 0.731 1.274
H23 -3.392 2.851 2.121
H24 5.960 -1.424 0.649
H25 7.809 -0.880 -0.781
H26 7.703 1.060 -2.323
H27 5.610 2.395 -2.422
H28 3.721 1.828 -1.008
Te1 -2.165 1.605 -1.983
C45 -2.559 2.701 -3.742
C46 -3.709 2.443 -4.482
C47 -3.936 3.110 -5.677
C48 -3.019 4.045 -6.137
C49 -1.878 4.316 -5.398
C50 -1.648 3.646 -4.203
C51 -1.418 -0.056 -3.044
C52 -2.210 -1.186 -3.208
C53 -1.745 -2.259 -3.958
C54 -0.490 -2.207 -4.542
C55 0.305 -1.081 -4.376
C56 -0.156 -0.008 -3.627
H29 -4.425 1.712 -4.127
H30 -4.830 2.899 -6.249
H31 -3.194 4.561 -7.072
H32 -1.162 5.046 -5.752
H33 -0.754 3.857 -3.629
H34 -3.194 -1.228 -2.757
H35 -2.369 -3.135 -4.085
H36 -0.129 -3.043 -5.127
H37 1.288 -1.039 -4.826
H38 0.466 0.869 -3.499



E_tot
In order: -39595.026 -253873.428 -31700.209 -9406.196 -75422.219
Unit: eV